Entry 1:
Density functional theory data (wB97M-V/def2-TZVPD) for the molecule C24H28ClFN2O5S.

## Properties
electronic energy = -2375.3429 hartree
highest occupied orbital energy = -0.35225 hartree
gap between HOMO and LUMO = 9.42 eV
SMILES = O=C(COC(=O)c1ccc(CNS(=O)(=O)c2ccc(F)c(Cl)c2)cc1)NC1CCCCCCC1
strongest force on any atom = 0.8 eV/A

```
! RIJCOSX wB97M-V def2-TZVPD def2/J DEFGRID3
* xyz 0 1
O 2.896 4.493 -1.640
C 2.097 3.606 -1.420
C 0.596 3.910 -1.455
O -0.199 3.013 -0.689
C -1.232 2.423 -1.308
O -1.463 2.527 -2.487
C -2.064 1.619 -0.377
C -3.044 0.796 -0.926
C -3.831 0.012 -0.109
C -3.651 0.024 1.271
C -4.465 -0.886 2.160
N -4.603 -2.237 1.668
S -3.305 -3.261 1.813
O -3.724 -4.519 1.282
O -2.829 -3.162 3.156
C -2.061 -2.553 0.719
C -2.145 -2.755 -0.645
C -1.270 -2.085 -1.483
C -0.339 -1.220 -0.935
F 0.468 -0.525 -1.747
C -0.232 -1.046 0.443
Cl 0.929 0.031 1.104
C -1.106 -1.728 1.275
C -2.700 0.880 1.816
C -1.914 1.677 1.005
N 2.427 2.332 -1.175
C 3.813 1.884 -1.139
C 3.973 0.686 -2.089
C 3.697 -0.703 -1.500
C 4.947 -1.489 -1.099
C 5.722 -0.985 0.121
C 6.425 0.363 -0.082
C 5.719 1.553 0.571
C 4.217 1.663 0.322
H 0.447 4.921 -1.064
H 0.265 3.885 -2.501
H -3.169 0.787 -1.998
H -4.592 -0.617 -0.549
H -5.469 -0.470 2.302
H -3.991 -0.981 3.139
H -5.086 -2.347 0.792
H -2.886 -3.434 -1.032
H -1.306 -2.204 -2.554
H -1.059 -1.626 2.347
H -2.574 0.917 2.888
H -1.179 2.340 1.434
H 1.709 1.650 -0.987
H 4.390 2.728 -1.534
H 3.282 0.861 -2.918
H 4.975 0.698 -2.516
H 3.182 -1.294 -2.260
H 3.021 -0.631 -0.649
H 4.637 -2.517 -0.891
H 5.627 -1.526 -1.954
H 6.476 -1.742 0.350
H 5.057 -0.933 0.985
H 7.427 0.311 0.351
H 6.557 0.548 -1.147
H 5.863 1.486 1.653
H 6.202 2.472 0.234
H 3.854 2.527 0.883
H 3.709 0.786 0.720
*
```

Entry 2:
Density functional theory data (wB97M-V/def2-TZVPD) for the molecule C3H6N2O3S in a non-equilibrium geometry.

## Properties
electronic energy = -851.3200 hartree
highest occupied orbital energy = -0.36182 hartree
gap between HOMO and LUMO = 10.20 eV
energy relative to the best compared isomer or geometry (same formula, charge and spin) = 0.3706 eV
strongest force on any atom = 1.0 eV/A

```
! RIJCOSX wB97M-V def2-TZVPD def2/J DEFGRID3
* xyz 0 1
C 0.395 -0.545 -0.260
C -1.622 0.544 -0.027
C -0.983 0.334 1.363
N -0.649 -0.092 -0.912
N 0.244 -0.387 1.033
O 1.863 -0.969 -2.391
O 2.903 -1.322 -0.179
O 2.129 0.915 -0.838
S 2.093 -0.520 -1.049
H -2.594 0.054 -0.117
H -1.730 1.601 -0.279
H -0.747 1.277 1.860
H -1.611 -0.269 2.023
H -0.671 -0.037 -1.916
H 0.982 -0.583 1.688
*
```

Entry 3:
Density functional theory data (wB97M-V/def2-TZVPD) for a structure of composition C18H31N2O5RuSi2 in a non-equilibrium geometry.

## Properties
electronic energy = -1864.0700 hartree
highest occupied orbital energy (spin up / spin down) = -0.30708 / -0.31930 hartree
gap between HOMO and LUMO (spin up / spin down) = 6.65 / 8.06 eV
strongest force on any atom = 3.4 eV/A

```
! RIJCOSX wB97M-V def2-TZVPD def2/J DEFGRID3
* xyz 0 2
Ru 0.619 0.803 0.396
O 1.446 0.422 -1.964
C 2.734 -0.184 -1.974
C 3.639 0.748 -1.197
N 3.161 0.869 0.179
C 3.307 2.221 0.715
C 2.411 3.202 -0.070
O 2.888 4.236 -0.497
O 1.187 2.813 -0.218
C 3.677 -0.152 1.077
C 2.572 -0.639 2.054
O 2.697 -1.742 2.560
O 1.634 0.218 2.252
H 0.810 -0.143 -2.414
H 3.090 -0.289 -3.002
H 2.705 -1.170 -1.500
H 3.598 1.730 -1.672
H 4.673 0.390 -1.230
H 4.343 2.577 0.682
H 2.953 2.219 1.746
H 4.484 0.240 1.706
H 4.051 -1.012 0.524
C -1.137 -0.717 3.051
Si -1.918 0.316 1.679
C -3.790 0.124 1.921
C -1.556 2.174 1.891
C -1.433 -0.271 -0.047
C -0.856 -1.616 -0.045
C -1.600 -2.795 -0.025
C -0.936 -4.000 0.103
C 0.451 -4.004 0.195
C 1.118 -2.794 0.142
N 0.482 -1.630 0.009
Si -2.104 0.410 -1.671
C -3.960 0.080 -1.797
C -1.757 2.261 -1.767
C -1.283 -0.524 -3.115
H -1.819 -0.768 3.904
H -0.190 -0.305 3.387
H -0.937 -1.741 2.725
H -4.053 0.505 2.911
H -4.093 -0.925 1.878
H -4.377 0.677 1.187
H -1.676 2.430 2.945
H -2.260 2.770 1.309
H -0.544 2.494 1.604
H -2.680 -2.735 -0.079
H -1.496 -4.924 0.157
H 1.000 -4.926 0.315
H 2.197 -2.755 0.218
H -4.509 0.544 -0.978
H -4.178 -0.990 -1.782
H -4.345 0.487 -2.734
H -2.523 2.830 -1.235
H -1.749 2.607 -2.802
H -0.788 2.518 -1.332
H -0.647 -1.347 -2.773
H -0.691 0.149 -3.741
H -2.042 -0.967 -3.761
*
```

Entry 4:
Density functional theory data (wB97M-V/def2-TZVPD) for a structure of composition C17H20N4O3PW in a non-equilibrium geometry.

## Properties
electronic energy = -1512.0888 hartree
highest occupied orbital energy (spin up / spin down) = -0.67339 / -0.69972 hartree
gap between HOMO and LUMO (spin up / spin down) = 6.42 / 7.76 eV
energy relative to the best compared isomer or geometry (same formula, charge and spin) = 1.3484 eV
strongest force on any atom = 3.1 eV/A

```
! RIJCOSX wB97M-V def2-TZVPD def2/J DEFGRID3
* xyz 3 3
W 0.012 -0.270 -0.106
O -1.319 -0.275 3.770
C -1.201 -0.329 2.592
N 0.030 -0.414 1.864
C 1.286 -0.395 2.563
O 1.427 -0.400 3.739
C 2.430 -0.377 1.594
C 3.734 -0.330 2.027
C 4.750 -0.351 1.078
C 4.419 -0.425 -0.270
C 3.089 -0.452 -0.634
N 2.099 -0.415 0.282
C -2.371 -0.355 1.651
C -3.667 -0.293 2.104
C -4.697 -0.384 1.173
C -4.388 -0.545 -0.174
C -3.065 -0.583 -0.558
N -2.061 -0.466 0.339
H 3.930 -0.290 3.091
H 5.788 -0.319 1.386
H 5.183 -0.460 -1.035
H 2.799 -0.514 -1.677
H -3.848 -0.195 3.167
H -5.730 -0.345 1.495
H -5.164 -0.646 -0.920
H -2.786 -0.728 -1.595
C -1.512 3.513 -1.355
P -0.047 2.524 -1.332
C -0.227 1.137 -2.506
C 1.384 3.492 -1.702
O 0.127 1.751 0.024
H -1.630 3.986 -2.333
H -1.414 4.296 -0.599
H -2.388 2.903 -1.131
H 0.223 1.343 -3.480
H -1.279 0.897 -2.669
H 0.343 0.231 -2.174
H 1.250 4.003 -2.659
H 2.276 2.867 -1.738
H 1.501 4.243 -0.917
C 0.132 -4.930 -0.388
C 0.087 -3.487 -0.399
N 0.053 -2.335 -0.425
H 0.822 -5.270 -1.164
H -0.863 -5.331 -0.588
H 0.482 -5.277 0.587
*
```

Entry 5:
Density functional theory data (wB97M-V/def2-TZVPD) for the molecule C3H7NO in a non-equilibrium geometry.

## Properties
electronic energy = -248.4666 hartree
highest occupied orbital energy = -0.33420 hartree
gap between HOMO and LUMO = 10.19 eV
SMILES = NCCC=O
energy relative to the best compared isomer or geometry (same formula, charge and spin) = 1.6295 eV
strongest force on any atom = 1.6 eV/A

```
! RIJCOSX wB97M-V def2-TZVPD def2/J DEFGRID3
* xyz 0 1
N -1.520 0.323 1.085
C -0.872 -0.181 -0.086
C 0.511 0.454 -0.430
C 1.632 -0.517 -0.693
O 2.699 -0.141 -1.093
H -1.453 1.210 1.523
H -1.686 -0.369 1.778
H -1.480 -0.084 -0.990
H -0.675 -1.241 0.085
H 0.473 1.149 -1.264
H 0.853 0.969 0.472
H 1.519 -1.572 -0.386
*
```

Entry 6:
Density functional theory data (wB97M-V/def2-TZVPD) for the molecule C3H2F6N2 in a non-equilibrium geometry.

## Properties
electronic energy = -824.1170 hartree
highest occupied orbital energy (spin up / spin down) = -0.32517 / -0.32519 hartree
gap between HOMO and LUMO (spin up / spin down) = 7.56 / 7.56 eV
energy relative to the best compared isomer or geometry (same formula, charge and spin) = 1.0952 eV
strongest force on any atom = 2.9 eV/A

```
! RIJCOSX wB97M-V def2-TZVPD def2/J DEFGRID3
* xyz 0 1
C -0.766 -1.159 -0.147
C -1.326 0.317 0.194
C 1.655 -0.595 -0.063
N 0.551 -0.959 -0.697
N -0.387 1.092 0.636
F -0.745 -1.860 0.968
F -1.474 -1.871 -1.036
F -1.852 0.657 -1.111
F -2.506 -0.077 0.863
F 2.522 0.245 -0.595
F 2.196 -1.073 1.057
H 0.390 -0.528 -1.651
H -0.533 1.631 1.534
*
```